1.
The following is a DFT calculation (ωB97M-V/def2-TZVPD) of a molecular structure, C48H47FLaN7O13PS in a non-equilibrium geometry.

Output
Strongest force on any atom = 1.6 eV Å⁻¹
LUMO level = 0.05222 hartree
E_HOMO = -0.230 hartree
Orbital gap = 7.68 eV

```
! RIJCOSX wB97M-V def2-TZVPD def2/J DEFGRID3
* xyz -1 1
La -0.38 0.03 0.08
C -3.27 2.94 1.22
C -3.00 2.77 -0.22
N -2.20 1.86 -0.73
C -2.22 2.03 -2.09
C -3.06 3.06 -2.41
N -3.55 3.52 -1.21
C -3.51 3.70 -3.66
O -3.05 3.17 -4.78
O -4.28 4.64 -3.62
C -1.43 1.12 -2.98
O -1.55 1.27 -4.22
O -0.73 0.26 -2.40
H -2.78 2.13 1.76
H -4.35 2.91 1.43
H -2.87 3.88 1.60
H -4.20 4.28 -1.14
H -2.43 2.39 -4.56
C 2.15 0.90 2.69
C 2.27 -0.46 3.36
C 2.19 -0.28 4.87
C 1.19 -1.45 2.87
C 1.29 -2.83 3.51
O 1.83 -3.67 2.47
C 1.79 -2.94 1.33
N 1.37 -1.75 1.42
C 2.30 -3.73 0.16
C 3.23 -4.73 0.50
C 3.78 -5.56 -0.45
C 3.38 -5.43 -1.77
C 2.47 -4.46 -2.12
C 1.93 -3.58 -1.18
P 0.73 -2.31 -1.80
C 1.60 -1.71 -3.28
C 0.90 -1.27 -4.40
C 1.58 -0.77 -5.50
C 2.96 -0.68 -5.49
C 3.66 -1.06 -4.35
C 2.98 -1.57 -3.26
C -0.54 -3.52 -2.36
C -0.76 -3.94 -3.67
C -1.78 -4.84 -3.96
C -2.58 -5.34 -2.94
C -2.35 -4.94 -1.63
C -1.34 -4.04 -1.35
H 2.97 1.55 2.97
H 1.21 1.38 2.98
H 2.14 0.84 1.60
H 3.24 -0.90 3.09
H 1.19 0.08 5.16
H 2.90 0.48 5.20
H 2.39 -1.19 5.44
H 0.20 -1.00 3.01
H 0.32 -3.25 3.81
H 1.98 -2.88 4.35
H 3.52 -4.83 1.54
H 4.50 -6.30 -0.16
H 3.77 -6.09 -2.54
H 2.16 -4.36 -3.15
H -0.18 -1.25 -4.40
H 1.01 -0.43 -6.36
H 3.49 -0.29 -6.35
H 4.74 -0.95 -4.30
H 3.54 -1.84 -2.37
H -0.13 -3.58 -4.47
H -1.94 -5.15 -4.98
H -3.38 -6.03 -3.17
H -2.96 -5.33 -0.83
H -1.18 -3.73 -0.32
O 2.15 1.74 -2.35
N 1.64 1.40 -1.34
O 1.94 0.29 -0.73
O 0.72 2.06 -0.74
F -0.84 1.01 2.04
O -1.74 -1.88 1.39
C -2.70 -1.69 0.59
O -2.59 -1.07 -0.49
C -4.04 -2.26 0.95
C -5.08 -2.24 0.02
C -6.33 -2.77 0.35
C -6.55 -3.32 1.60
C -5.49 -3.32 2.49
C -4.24 -2.82 2.21
N -5.73 -3.91 3.85
O -6.83 -4.38 4.07
O -4.81 -3.89 4.64
H -4.89 -1.80 -0.95
H -7.13 -2.75 -0.38
H -7.50 -3.73 1.89
H -3.44 -2.84 2.93
C -1.65 4.31 5.98
C -1.92 3.54 4.70
C -0.87 3.77 3.62
N -1.06 5.08 3.02
C -0.42 5.47 1.91
S 0.56 4.50 1.02
N -0.64 6.80 1.49
C -1.41 7.85 1.95
O -1.14 8.99 1.63
C -2.62 7.57 2.80
C -2.82 8.32 3.95
C -3.96 8.11 4.71
C -4.91 7.18 4.29
C -4.72 6.45 3.12
C -3.57 6.65 2.38
H -2.47 4.20 6.69
H -1.54 5.39 5.80
H -0.74 3.97 6.47
H -2.90 3.80 4.30
H -1.94 2.47 4.91
H -0.95 3.00 2.84
H 0.14 3.70 4.02
H -1.50 5.78 3.60
H 0.02 7.08 0.77
H -2.08 9.05 4.24
H -4.12 8.67 5.61
H -5.80 7.02 4.88
H -5.46 5.74 2.80
H -3.39 6.09 1.47
*
```



2.
The following is a DFT calculation (ωB97M-V/def2-TZVPD) of 12 unconnected molecules or ions with the total composition C48H48Cl9N9 in a non-equilibrium geometry.

Output
Strongest force on any atom = 3.2 eV Å⁻¹
LUMO level = 0.00388 hartree
E_HOMO = -0.346 hartree
SMILES = ClC(Cl)Cl.ClC(Cl)Cl.ClC(Cl)Cl.c1ccncc1.c1ccncc1.c1ccncc1.c1ccncc1.c1ccncc1.c1ccncc1.c1ccncc1.c1ccncc1.c1ccncc1
Orbital gap = 9.53 eV

```
! RIJCOSX wB97M-V def2-TZVPD def2/J DEFGRID3
* xyz 0 1
N 5.91 3.01 5.75
C 6.41 3.87 6.65
C 6.87 5.14 6.34
C 6.85 5.53 4.99
C 6.26 4.67 4.02
C 5.82 3.43 4.42
H 6.50 3.46 7.64
H 7.34 5.79 7.06
H 7.29 6.42 4.57
H 6.11 4.93 2.98
H 5.38 2.77 3.68
N 6.17 -3.30 4.41
C 5.62 -2.55 5.43
C 5.83 -2.82 6.80
C 6.58 -3.95 7.12
C 7.11 -4.78 6.07
C 6.85 -4.43 4.75
H 4.94 -1.77 5.11
H 5.31 -2.25 7.56
H 6.93 -4.14 8.12
H 7.72 -5.66 6.19
H 7.34 -4.89 3.90
N 2.01 -6.00 -2.47
C 2.40 -6.26 -3.74
C 3.72 -6.08 -4.18
C 4.66 -5.46 -3.32
C 4.23 -5.00 -2.06
C 2.87 -5.34 -1.70
H 1.68 -6.60 -4.47
H 4.01 -6.43 -5.16
H 5.65 -5.22 -3.68
H 4.92 -4.55 -1.36
H 2.62 -5.13 -0.67
N -5.73 -1.44 5.84
C -5.51 -1.34 4.54
C -5.71 -2.35 3.61
C -6.13 -3.59 4.17
C -6.30 -3.80 5.56
C -6.09 -2.66 6.35
H -5.30 -0.34 4.19
H -5.76 -2.15 2.55
H -6.35 -4.35 3.43
H -6.58 -4.78 5.91
H -6.07 -2.70 7.42
N -1.85 -0.31 -4.93
C -0.69 -0.92 -4.60
C 0.35 -1.10 -5.52
C 0.23 -0.59 -6.80
C -0.98 -0.02 -7.17
C -1.98 0.16 -6.19
H -0.55 -1.21 -3.56
H 1.27 -1.53 -5.16
H 1.13 -0.62 -7.40
H -1.15 0.40 -8.15
H -2.90 0.70 -6.33
N 1.96 0.34 0.52
C 1.30 1.37 -0.13
C -0.06 1.59 0.01
C -0.79 0.58 0.75
C -0.16 -0.44 1.37
C 1.23 -0.51 1.24
H 1.96 2.04 -0.66
H -0.61 2.37 -0.49
H -1.87 0.61 0.72
H -0.67 -1.28 1.82
H 1.67 -1.38 1.70
N 1.42 6.20 -5.47
C 1.71 4.90 -5.17
C 2.93 4.29 -5.45
C 3.94 5.00 -6.07
C 3.67 6.33 -6.44
C 2.40 6.86 -6.19
H 0.93 4.32 -4.71
H 3.24 3.33 -5.05
H 4.93 4.60 -6.26
H 4.36 6.98 -6.95
H 2.09 7.80 -6.63
N -4.22 -6.68 -1.50
C -5.35 -7.28 -1.89
C -6.36 -6.61 -2.57
C -6.17 -5.31 -2.82
C -5.06 -4.62 -2.33
C -4.06 -5.34 -1.74
H -5.46 -8.35 -1.83
H -7.24 -7.09 -2.98
H -6.92 -4.74 -3.36
H -4.84 -3.60 -2.61
H -3.12 -4.97 -1.36
N -6.94 2.43 0.54
C -6.57 1.89 -0.69
C -7.47 1.07 -1.46
C -8.72 0.71 -0.95
C -9.06 1.22 0.29
C -8.21 2.09 0.94
H -5.59 2.04 -1.12
H -7.16 0.76 -2.45
H -9.33 -0.02 -1.46
H -10.03 0.95 0.67
H -8.44 2.38 1.96
C 7.74 1.15 -0.83
Cl 9.41 1.10 -0.17
Cl 7.53 0.10 -2.28
Cl 7.29 2.85 -1.34
H 7.00 0.85 -0.09
C -3.57 4.85 4.53
Cl -1.92 4.89 5.14
Cl -4.08 6.49 4.26
Cl -4.62 4.09 5.77
H -3.57 4.38 3.54
C -3.50 8.17 -2.20
Cl -2.37 7.58 -0.91
Cl -4.72 9.37 -1.69
Cl -4.24 6.80 -3.01
H -2.86 8.61 -2.97
*
```



3.
The following is a DFT calculation (ωB97M-V/def2-TZVPD) of a molecular structure, C48H49AsCl2F6N2O3P2S2SeYb in a non-equilibrium geometry.

Output
Strongest force on any atom = 4.4 eV Å⁻¹
LUMO level (spin up / spin down) = 0.12202 / 0.12202 hartree
E_HOMO (spin up / spin down) = -0.057 / -0.057 hartree
Orbital gap (spin up / spin down) = 4.87 / 4.87 eV

```
! RIJCOSX wB97M-V def2-TZVPD def2/J DEFGRID3
* xyz -2 1
Yb 1.09 3.52 0.30
Cl -4.79 5.02 3.82
C -3.33 4.27 3.35
C -2.34 3.92 4.29
C -1.19 3.32 3.86
Cl -0.02 2.82 4.97
C -0.85 3.10 2.43
O 0.39 2.88 2.18
C -1.97 3.28 1.51
C -1.85 2.99 0.13
O -0.84 2.43 -0.40
C -3.12 3.92 2.03
H -2.49 4.22 5.30
H -2.74 3.22 -0.43
H -3.89 4.20 1.31
C -5.22 -5.14 -3.82
S -4.62 -3.47 -4.20
C -3.50 -3.06 -2.88
C -2.83 -1.68 -3.01
C -2.69 -1.07 -1.57
N -2.03 -1.77 -0.40
P -2.69 -0.95 1.10
C -4.30 -1.67 1.30
C -4.67 -2.86 0.71
C -6.01 -3.10 0.46
C -7.02 -2.21 0.83
C -6.65 -1.04 1.48
C -5.30 -0.78 1.72
C -1.74 -1.74 2.44
C -0.78 -1.04 3.20
C -0.29 -1.57 4.36
C -0.82 -2.76 4.88
C -1.69 -3.52 4.10
C -2.08 -3.02 2.86
P -0.16 -1.76 -0.55
C 0.29 -3.28 0.26
C -0.50 -4.44 0.26
C 0.09 -5.58 0.78
C 1.37 -5.61 1.27
C 2.08 -4.42 1.33
C 1.59 -3.29 0.74
C 0.28 -2.10 -2.27
C 0.27 -3.37 -2.87
C 0.74 -3.51 -4.22
C 0.97 -2.40 -4.98
C 1.01 -1.13 -4.37
C 0.57 -0.98 -3.06
H -6.13 -5.29 -4.45
H -5.50 -5.21 -2.77
H -4.50 -5.86 -4.09
H -2.72 -3.80 -2.77
H -4.10 -3.10 -2.01
H -3.49 -1.06 -3.69
H -1.89 -1.82 -3.54
H -3.73 -0.91 -1.26
H -2.30 -0.05 -1.63
H -3.92 -3.60 0.41
H -6.28 -4.03 -0.01
H -8.05 -2.44 0.69
H -7.40 -0.35 1.89
H -5.02 0.10 2.27
H -0.36 -0.13 2.77
H 0.53 -1.09 4.89
H -0.50 -3.15 5.85
H -2.16 -4.44 4.46
H -2.64 -3.69 2.17
H -1.51 -4.46 -0.16
H -0.59 -6.45 0.83
H 1.83 -6.58 1.53
H 3.05 -4.42 1.80
H 2.17 -2.40 0.58
H 0.00 -4.27 -2.28
H 0.84 -4.56 -4.61
H 1.23 -2.52 -6.02
H 1.34 -0.27 -4.91
H 0.53 0.02 -2.60
F 1.42 5.67 1.41
As 1.65 6.58 -0.16
F 1.71 7.16 -1.83
F 0.64 7.86 0.37
F 0.20 5.63 -0.52
F 3.19 7.10 0.33
F 2.51 4.99 -0.65
Se 0.01 3.01 -3.54
S 0.53 4.01 -5.43
C 1.38 2.65 -5.90
N 2.09 1.71 -6.08
C 4.49 4.16 2.57
C 4.30 2.64 2.87
C 2.95 2.19 3.39
C 4.78 1.92 1.66
C 6.03 1.31 1.67
C 6.49 0.59 0.57
C 5.88 0.73 -0.65
C 4.68 1.45 -0.75
C 4.18 1.90 -2.13
C 4.52 0.94 -3.27
C 2.72 2.38 -2.23
C 3.99 1.86 0.46
O 2.76 2.11 0.48
H 4.45 4.80 3.49
H 3.77 4.53 1.83
H 5.50 4.35 2.21
H 5.02 2.42 3.68
H 2.14 2.78 2.92
H 2.95 2.31 4.46
H 2.68 1.19 3.10
H 6.69 1.36 2.59
H 7.42 -0.02 0.68
H 6.19 0.23 -1.56
H 4.81 2.83 -2.32
H 4.02 -0.01 -3.14
H 5.61 0.89 -3.42
H 4.07 1.28 -4.22
H 2.09 1.83 -1.52
H 2.40 2.20 -3.26
H 2.63 3.44 -1.99
*
```



One value per record, in order, for energy above the lowest of the compared OMol25 structures with the same formula, charge and spin: 0.0, 0.0, 38.8 kcal/mol.